C3H6Cl2 in the gas phase in a non-equilibrium geometry, computed with the ωB97M-V functional and the def2-TZVPD basis.

Properties
E_HOMO: -10.87 eV
strongest force on any atom: 5.41 eV/Å
SMILES: CC(C)(Cl)Cl
ΔE to the lowest compared entry with this formula, charge and spin: 37.7 kcal per mole
Kohn-Sham gap: 10.98 eV
LUMO: 0.11 eV

The geometry in ORCA input format:
```
! RIJCOSX wB97M-V def2-TZVPD def2/J DEFGRID3
* xyz 0 1
C 0.08181 1.02394 1.37024
C 0.08832 0.35200 -0.06612
C 0.56681 1.33854 -1.04429
Cl 1.38696 -0.97702 -0.00458
Cl -1.77934 -0.46986 -0.15164
H -0.06107 2.01169 1.18263
H 1.01425 0.86501 1.90975
H -0.63664 0.40704 2.05557
H 0.83969 0.89509 -1.93721
H -0.14743 2.00913 -1.53297
H 1.24007 2.12212 -0.58095
*
```

Charges obtained by Löwdin population analysis, quoted in units of e: C -0.1768; C -0.9832; C -0.1968; Cl 0.5419; Cl 0.3732; H 0.0266; H 0.0594; H 0.0955; H 0.0440; H 0.0934; H 0.1228